Entry 1:
Computed, not measured: a molecular structure, C29H44N4O3S2SbSe4SiY, with wB97M-V/def2-TZVPD.

```
89
Properties=species:S:1:pos:R:3:forces:R:3
Y -0.545600 -0.272949 0.115068 1.5 -1.0 -1.0
N -2.269725 3.508350 5.294144 -0.1 0.0 -0.1
C -1.626986 3.437606 4.065526 0.0 0.0 0.0
C -0.578665 2.529208 3.898070 0.1 0.0 -0.2
C -0.040014 2.317933 2.648817 -0.1 0.0 0.0
C -0.497499 3.046665 1.556998 0.0 0.0 0.3
C -1.466652 4.030381 1.728087 0.0 -0.1 0.1
C -2.019732 4.228449 2.977909 0.0 -0.1 0.0
S -0.034735 2.607834 -0.056856 0.9 0.1 -0.9
O 0.339480 3.784605 -0.794511 -0.2 0.0 0.0
O -1.116009 1.803407 -0.669402 0.0 0.4 0.0
N 1.142345 1.456917 -0.029834 -0.7 1.1 0.4
C 2.368869 1.860864 0.386945 0.4 -0.7 -0.4
N 2.523153 2.961969 1.125712 0.2 0.2 0.1
C 3.755303 3.279992 1.487888 -0.1 0.0 0.0
C 4.858625 2.520965 1.147564 0.1 -0.2 -0.1
C 4.594788 1.389413 0.379018 0.1 0.2 0.1
N 3.385544 1.048168 -0.013636 -0.1 0.1 0.2
H -2.286179 2.578205 5.718050 0.0 0.1 0.1
H -3.231905 3.801768 5.164611 0.0 -0.1 0.1
H -0.298793 1.893462 4.726656 0.0 0.0 0.0
H 0.695642 1.537939 2.504999 0.0 0.0 0.0
H -1.840763 4.584017 0.878016 0.0 0.0 0.0
H -2.847216 4.916451 3.092477 0.0 0.0 0.0
H 3.857656 4.182819 2.084166 0.0 0.0 0.0
H 5.859134 2.786453 1.456962 0.0 0.0 0.0
H 5.402685 0.731949 0.063100 0.0 0.0 0.0
C 3.457995 -1.694759 1.787550 0.0 0.0 0.2
S 1.826087 -2.376255 2.129476 0.0 -0.2 0.1
O 0.860592 -1.320655 1.693714 0.1 0.3 -0.7
C 1.762944 -2.271833 3.905359 0.1 0.1 0.0
C 1.996947 -3.408912 4.658469 0.1 -0.1 0.0
C 1.872726 -3.335614 6.037527 0.0 0.0 0.0
C 1.489681 -2.143213 6.632501 0.0 0.0 0.0
C 1.236116 -1.016913 5.860781 0.0 0.0 0.2
C 1.377467 -1.072875 4.488325 0.0 -0.1 -0.2
H 3.415647 -1.298110 0.772632 0.0 -0.1 0.0
H 4.185414 -2.502232 1.861128 0.0 0.0 0.0
H 3.697489 -0.894549 2.486068 -0.1 0.0 0.0
H 2.245887 -4.345192 4.174847 0.0 0.0 0.0
H 2.036825 -4.217828 6.641665 0.0 0.0 0.0
H 1.347736 -2.098478 7.703661 0.0 0.0 0.0
H 0.892469 -0.103911 6.325305 -0.1 0.0 0.0
H 1.125164 -0.226586 3.865774 -0.1 0.0 0.0
C -1.858864 -4.241196 1.126475 0.0 0.2 0.0
C -2.602473 -3.976905 -0.195371 0.0 0.0 0.1
C -3.994868 -3.466024 0.188931 -0.1 0.1 0.1
C -2.805397 -5.312007 -0.921391 0.0 0.0 -0.1
Si -1.670165 -2.587369 -1.191087 0.5 -0.4 -0.7
C -2.876068 -1.913900 -2.603371 0.1 -0.1 0.1
C -3.664247 -2.956557 -3.398385 0.0 -0.1 0.0
C -2.080765 -1.073524 -3.608828 0.0 0.0 0.0
C -3.887470 -0.952125 -1.962328 0.0 0.1 0.1
C -0.090401 -3.460382 -2.125412 -0.3 0.2 0.2
C 0.696324 -4.353040 -1.163322 0.0 0.1 0.1
C -0.387357 -4.291248 -3.370380 -0.1 -0.1 -0.1
C 0.881994 -2.342164 -2.515569 0.1 0.1 -0.1
H -2.450662 -4.918413 1.752073 0.0 -0.1 0.0
H -1.728693 -3.313003 1.693447 0.0 0.0 0.0
H -0.879865 -4.697535 0.971968 0.1 0.0 0.0
H -4.428449 -4.113981 0.957857 0.0 -0.1 0.0
H -4.676520 -3.459199 -0.663241 0.0 0.0 0.0
H -3.984627 -2.464182 0.623028 0.1 0.0 0.0
H -3.476942 -5.942799 -0.327811 0.0 -0.1 0.1
H -1.881074 -5.872182 -1.060830 0.1 0.0 0.0
H -3.265445 -5.185678 -1.903214 0.0 0.0 0.0
H -3.017498 -3.657193 -3.930603 0.0 0.0 0.0
H -4.290512 -2.453158 -4.147468 0.0 0.0 0.0
H -4.331342 -3.537985 -2.762676 0.0 0.0 0.0
H -1.339834 -1.649196 -4.162462 0.0 0.0 0.0
H -1.565988 -0.236995 -3.124525 0.0 0.0 0.0
H -2.770603 -0.635712 -4.341536 0.0 0.0 0.0
H -4.587584 -1.451392 -1.295561 0.0 0.0 0.0
H -4.467379 -0.462567 -2.755631 -0.1 0.0 0.0
H -3.406105 -0.163134 -1.372658 0.0 -0.1 -0.1
H 0.152964 -5.246475 -0.860787 -0.1 0.0 0.0
H 0.972414 -3.818242 -0.247840 0.0 0.0 0.0
H 1.627900 -4.681491 -1.648256 0.0 0.0 0.0
H -1.123436 -5.071674 -3.171103 0.0 0.0 0.0
H 0.529992 -4.785152 -3.722084 0.1 0.0 -0.1
H -0.764652 -3.688274 -4.196541 0.0 0.0 0.0
H 0.438099 -1.580540 -3.156211 0.0 0.0 0.0
H 1.753677 -2.751577 -3.047426 0.0 0.0 0.0
H 1.279463 -1.831857 -1.629671 0.0 0.0 0.0
Se -5.304261 -2.109495 3.423447 0.1 0.2 0.2
Sb -3.997223 -0.125382 3.861294 0.8 0.3 -0.5
Se -2.167199 -0.126496 1.814240 -2.8 -0.1 2.3
Se -5.101944 2.028426 3.472441 0.1 -0.3 0.3
Se -2.186911 -0.238905 5.563715 -0.6 0.1 0.1
```
Forces are in eV/Å.

**Gap between HOMO and LUMO**: 5.2 eV
**LUMO level**: 0.12664 Eh
**HOMO energy**: -1.73 eV
**ΔE to the lowest compared entry with this formula, charge and spin**: 158.2 kJ/mol
**Charge**: -2

Entry 2:
Computed, not measured: a molecular structure, C29H45BrF3GeN3O3Y, with wB97M-V/def2-TZVPD.

```
86
Properties=species:S:1:pos:R:3:forces:R:3
Y 0.212261 -0.085302 -0.024586 -0.7 0.4 0.3
C -2.953318 1.607053 3.208226 0.5 0.2 0.3
C -2.724435 0.362315 2.397802 1.7 0.1 -0.5
C -2.049810 -0.702136 3.234533 -1.1 -0.5 -0.3
C -4.000940 -0.146073 1.823701 -1.5 0.3 1.0
O -1.767043 0.648205 1.218408 -0.3 1.1 0.0
Ge -1.835089 2.370856 0.455259 0.6 -0.7 0.0
O -0.465213 3.131340 1.322343 -0.8 -1.7 -0.8
C -0.069576 4.450611 1.670976 0.1 0.0 1.3
C 0.795284 4.233521 2.898562 1.0 1.1 1.1
C -1.262131 5.296015 2.048749 0.0 1.0 0.3
C 0.744328 5.054576 0.586777 1.5 1.2 -0.5
O -1.132012 1.697276 -1.166626 -0.1 0.2 1.5
C -1.716248 2.234659 -2.399469 0.4 1.0 -0.3
C -3.236253 2.100918 -2.316324 -0.1 -0.3 -0.9
C -1.188763 1.339061 -3.533431 -0.1 -0.2 -0.2
C -1.298469 3.742874 -2.512671 -1.2 -0.7 -0.2
H -3.509710 1.342946 4.079532 -0.7 -0.4 0.6
H -2.081689 2.086246 3.649462 0.4 -0.1 -0.5
H -3.545496 2.329746 2.684769 -0.4 0.6 -0.4
H -2.821419 -1.183657 3.828414 -0.1 0.0 0.3
H -1.669700 -1.498075 2.634089 0.4 -0.6 -0.7
H -1.290228 -0.392107 3.902218 0.8 0.7 0.6
H -4.682973 -0.282993 2.699675 0.4 -0.1 -0.7
H -4.519124 0.572485 1.187320 0.2 0.2 -0.1
H -3.932769 -1.084063 1.305837 0.2 -0.5 -0.1
H 0.353607 3.652039 3.690455 -0.6 -0.4 0.1
H 1.719489 3.750912 2.637367 0.5 -0.4 -0.3
H 1.137753 5.160734 3.422584 -0.5 -0.4 -0.7
H -1.782336 4.927989 2.937279 0.2 -0.1 -0.1
H -0.933795 6.332287 2.245369 0.0 -0.5 0.1
H -1.985696 5.404521 1.256152 -0.3 -0.2 -0.6
H 1.528078 4.412657 0.129003 -0.5 0.0 0.6
H 0.120239 5.376246 -0.235742 -0.2 0.4 -0.2
H 1.305103 5.923388 1.040368 -0.7 -0.7 -0.8
H -3.521527 1.105823 -2.017567 0.1 -0.6 0.1
H -3.726736 2.769495 -1.619238 0.1 0.5 0.2
H -3.702408 2.233853 -3.306743 0.2 0.2 0.4
H -1.408349 0.312461 -3.212295 0.0 0.1 -0.3
H -1.722829 1.519441 -4.500306 0.5 0.0 0.9
H -0.095841 1.381118 -3.723031 -0.6 0.4 0.2
H -1.965474 4.359940 -1.873039 0.2 -0.3 -0.4
H -0.293285 3.939290 -2.154237 0.3 -0.2 -0.4
H -1.465260 4.042217 -3.567299 0.3 0.1 0.7
N 1.081287 0.456470 2.199984 0.6 -0.7 -0.4
C 2.554012 0.188869 2.361758 0.2 3.1 1.7
C 3.451593 1.154761 1.517746 -1.2 -0.2 1.6
C 3.436843 1.007701 0.038263 -0.3 0.3 -0.2
N 2.109329 1.400229 -0.546636 0.3 -0.6 -0.2
H 0.883567 1.435695 2.363439 0.0 0.3 0.2
H 0.590839 -0.051560 2.929086 -0.1 0.0 0.0
H 2.802684 -0.809948 2.192125 0.0 -1.6 -0.7
H 2.821246 0.372599 3.454386 -0.3 -0.1 -1.3
H 4.423037 0.889253 1.852467 1.2 -0.1 0.2
H 3.340135 2.205240 1.860116 -0.2 -0.4 -0.3
H 3.597902 -0.025615 -0.201442 0.2 -0.5 -0.3
H 4.259053 1.615799 -0.349635 -0.3 0.0 -0.3
H 2.222996 1.494267 -1.549462 0.0 -0.1 -0.3
H 1.909075 2.334072 -0.242890 -0.3 0.7 0.3
Br -5.369092 -2.209828 -1.962067 -0.2 0.1 0.2
C -3.516384 -2.402226 -1.953560 0.6 -0.5 -0.8
C -2.901256 -3.384915 -2.719948 0.6 0.2 0.0
C -1.508585 -3.410978 -2.815147 -0.5 -0.1 -0.6
C -0.776730 -2.464802 -2.134251 0.1 -0.3 0.8
N -1.354422 -1.559057 -1.319011 0.2 -0.2 -0.5
C -2.688307 -1.528325 -1.290952 -0.4 0.9 0.8
H -3.462338 -4.099007 -3.281825 -0.4 -0.3 -0.2
H -1.044533 -4.144093 -3.481645 0.0 0.3 0.4
H 0.300208 -2.489981 -2.080651 0.1 0.0 -0.4
H -3.144685 -0.749617 -0.687222 0.2 0.0 0.0
F 4.099616 -8.086237 -3.276292 -0.3 -0.3 -0.6
C 4.462318 -7.844368 -2.034665 1.9 0.7 0.9
F 5.843330 -7.744220 -2.028263 -1.1 0.0 -0.1
F 4.180868 -8.903135 -1.270842 -0.4 0.1 -0.1
C 3.846856 -6.545206 -1.534215 -0.3 -0.2 -0.3
C 4.612909 -5.455351 -1.150503 0.7 -1.2 0.4
C 3.973970 -4.314955 -0.724515 -0.6 0.1 -0.4
C 2.573134 -4.139732 -0.775727 1.1 -1.5 0.0
C 1.820511 -5.260719 -1.170499 0.7 1.0 0.0
C 2.464921 -6.423312 -1.529005 -0.5 -0.5 0.0
C 2.025053 -2.913019 -0.329323 0.1 0.1 0.1
C 1.651384 -1.827525 0.084938 -0.3 -0.1 -0.2
H 5.706485 -5.612530 -1.062639 -0.8 0.5 -0.2
H 4.584137 -3.540036 -0.359766 0.5 1.0 0.4
H 0.758678 -5.190566 -1.249975 -0.6 -0.1 0.2
H 1.818155 -7.254801 -1.774361 0.2 -0.2 -0.2
```
Forces are in eV/Å.

**Gap between HOMO and LUMO (spin up / spin down)**: 8.1 / 4.7 eV
**LUMO level (spin up / spin down)**: -0.18934 / -0.31225 Eh
**HOMO energy (spin up / spin down)**: -13.24 / -13.24 eV
**ΔE to the lowest compared entry with this formula, charge and spin**: 4.9 kJ/mol
**2S+1**: 2
**Charge**: +2

Among the records above, which one has the highest charge?
C29H45BrF3GeN3O3Y